84
Properties=species:S:1:pos:R:3:forces:R:3:lowdin_spin:R:1 method="wB97M-V/def2-TZVPD" homo_lumo_gap_ev="4.6 / 5.6" s2=6.03 spin_multiplicity=5 e_above_lowest_kcal_mol=12.7 largest_force_ha_per_bohr=0.059
C 0.1110 1.8660 0.8448 1.12 0.72 0.73 0.057
C 0.5468 0.8492 1.7608 0.84 0.85 -0.64 -0.002
C 1.6683 0.1799 1.1626 0.72 0.86 0.15 0.052
H 0.1707 0.6969 2.7665 0.02 -0.12 -0.27 0.002
C 1.9177 0.7592 -0.1226 0.70 0.65 1.08 0.052
C 0.9754 1.8150 -0.3055 0.18 0.00 0.89 0.004
H 0.9871 2.5458 -1.1122 -0.08 -0.48 0.20 0.000
H -0.6416 2.6288 1.0503 0.18 -0.35 -0.14 0.008
H 2.3071 -0.5542 1.6513 -0.37 0.17 -0.45 0.002
H 2.7307 0.4893 -0.7990 -0.39 0.02 0.26 0.007
Cr -0.1209 -0.1001 -0.1132 -1.36 -1.59 -0.71 3.569
Si 1.0293 -2.8839 0.0336 -0.98 2.78 -0.68 0.043
C 0.7883 -3.4537 1.7751 -0.14 -0.89 0.19 0.007
C 0.1523 -4.6984 1.9204 -0.07 -0.10 0.51 0.007
H -0.1660 -5.2508 1.0326 0.21 0.16 0.37 0.001
C -0.0464 -5.2649 3.1766 -0.28 -0.17 0.09 0.000
H -0.4502 -6.2781 3.2432 -0.02 0.31 0.05 0.000
C 0.3092 -4.5746 4.3327 0.14 0.03 -0.08 0.008
H 0.1510 -5.0197 5.3180 0.06 0.14 -0.31 0.001
C 0.9032 -3.3163 4.2081 0.04 0.09 -0.17 0.000
H 1.1971 -2.7649 5.1015 -0.08 -0.11 -0.17 0.000
C 1.1497 -2.7598 2.9481 -0.08 -0.52 0.29 0.007
H 1.6254 -1.7832 2.9064 -0.10 -0.26 -0.04 0.001
C 2.8219 -2.8666 -0.4193 0.39 -0.24 -0.21 0.006
C 3.8516 -3.1834 0.4871 0.28 0.30 -0.57 0.006
H 3.6083 -3.5008 1.5032 0.04 -0.03 -0.27 0.000
C 5.1927 -3.0478 0.1038 -0.14 0.10 0.05 0.000
H 5.9799 -3.2834 0.8213 -0.15 0.04 -0.19 0.000
C 5.5277 -2.5953 -1.1743 -0.02 -0.13 0.11 0.007
H 6.5762 -2.4837 -1.4644 -0.36 -0.05 0.11 0.001
C 4.5108 -2.2855 -2.0807 -0.35 -0.01 0.04 0.000
H 4.7535 -1.9267 -3.0807 0.03 -0.08 0.19 0.000
C 3.1699 -2.4095 -1.7090 0.72 -0.16 0.34 0.007
H 2.3870 -2.1275 -2.4159 0.13 -0.09 0.16 0.001
H 0.2034 -3.6033 -0.9665 0.18 -0.74 0.14 0.005
Si 1.9621 -7.8130 -0.3719 0.22 -0.83 -0.10 0.000
C 3.7463 -7.5297 -0.8179 0.30 0.03 -0.40 0.000
C 4.7902 -8.1390 -0.0952 0.09 0.24 -0.16 0.000
H 4.5620 -8.8018 0.7467 0.09 0.35 -0.22 0.000
C 6.1252 -7.9130 -0.4520 -0.24 -0.08 -0.01 0.000
H 6.9217 -8.3821 0.1242 -0.16 0.11 -0.12 0.000
C 6.4376 -7.1026 -1.5449 -0.38 -0.02 0.07 0.000
H 7.4772 -6.9160 -1.8134 -0.25 -0.05 0.07 0.000
C 5.4040 -6.5445 -2.3002 -0.13 -0.07 -0.02 0.000
H 5.6315 -5.9346 -3.1729 -0.01 -0.10 0.19 0.000
C 4.0682 -6.7689 -1.9535 0.40 -0.02 0.17 0.000
H 3.2702 -6.3560 -2.5750 0.27 0.03 0.26 0.000
C 1.9084 -8.1892 1.4518 -0.09 -0.14 0.06 0.000
C 2.4642 -7.2973 2.3759 -0.14 -0.22 0.40 0.000
H 2.8543 -6.3338 2.0388 -0.14 -0.22 0.14 0.000
C 2.5147 -7.6336 3.7331 0.05 0.09 -0.23 0.000
H 2.9074 -6.9054 4.4407 -0.04 -0.20 -0.09 0.000
C 2.0609 -8.8789 4.1736 -0.03 0.17 -0.24 0.000
H 2.1183 -9.1360 5.2334 -0.04 0.06 -0.33 0.000
C 1.5372 -9.7866 3.2516 -0.05 -0.04 -0.24 0.000
H 1.1893 -10.7654 3.5855 0.10 0.26 -0.08 0.000
C 1.4551 -9.4466 1.8950 0.14 0.33 0.25 0.000
H 1.0616 -10.1575 1.1625 0.05 0.19 0.33 0.000
H 1.4074 -8.9740 -1.0996 0.07 -0.18 0.12 0.000
Cl 0.7821 -6.3070 -1.1083 0.07 0.10 0.03 0.002
C -1.1431 -0.1783 -2.6422 0.04 0.06 -0.43 0.034
N -1.5463 0.7654 -1.5504 -0.64 -0.36 -0.56 0.018
C -1.4459 2.1665 -2.0142 -0.04 -0.12 -0.17 0.003
C -2.9544 0.5500 -1.0671 0.23 0.26 -0.22 0.006
C -2.9929 0.1410 0.3898 0.36 -0.49 0.39 0.007
N -1.9952 -0.9336 0.6617 -0.51 -0.03 -0.03 0.024
C -1.9916 -1.2271 2.1115 0.08 -0.04 -0.07 0.007
C -2.3782 -2.1581 -0.0966 -0.02 0.17 0.39 0.011
H -0.7972 0.4032 -3.5085 -0.12 -0.22 0.16 0.002
H -1.9898 -0.8107 -2.9613 0.40 0.24 0.09 0.002
H -0.2963 -0.8301 -2.3235 -0.56 0.19 -0.21 0.015
H -2.2120 2.3675 -2.7826 0.16 -0.05 0.16 0.000
H -1.6031 2.8440 -1.1668 0.12 -0.15 -0.22 0.000
H -0.4621 2.3441 -2.4523 -0.26 0.00 0.12 0.000
H -3.4832 1.5094 -1.1524 -0.06 -0.36 -0.11 0.000
H -3.4570 -0.1880 -1.7081 0.08 0.26 0.18 0.001
H -2.7776 1.0066 1.0407 0.09 -0.39 -0.24 0.001
H -3.9918 -0.2379 0.6555 -0.02 0.17 -0.07 0.001
H -2.9875 -1.5976 2.4040 0.19 0.05 0.11 0.001
H -1.2274 -1.9870 2.3343 -0.33 0.28 -0.12 0.001
H -1.7489 -0.3084 2.6719 -0.23 -0.44 -0.27 0.001
H -3.4150 -2.4197 0.1766 0.14 -0.07 -0.19 0.002
H -2.3030 -1.9776 -1.1796 -0.02 -0.21 0.51 0.002
H -1.7095 -2.9880 0.1693 -0.22 0.37 -0.09 0.001



84
Properties=species:S:1:pos:R:3:forces:R:3:lowdin_charge:R:1 method="wB97M-V/def2-TZVPD" homo_lumo_gap_ev="6.2 / 5.9" total_charge=+1 spin_multiplicity=1 e_above_lowest_kcal_mol=25.6 largest_force_ha_per_bohr=0.059
C 2.6876 -2.6232 2.8697 1.71 0.86 -2.34 -0.103
C 3.1744 -1.6045 2.0084 -0.34 -1.86 0.81 -0.097
C 2.6566 -0.3565 2.4754 -0.19 -0.42 0.11 -0.053
H 3.8291 -1.7381 1.1532 -0.11 -0.01 0.24 0.093
C 1.8326 -0.6146 3.6042 -0.56 -1.40 0.88 -0.103
C 1.8546 -2.0097 3.8539 -0.84 2.57 0.72 -0.094
H 1.3479 -2.5232 4.6753 0.22 0.25 -0.33 0.103
H 2.9383 -3.6853 2.8161 -0.09 0.43 -0.02 0.107
H 2.8606 0.6193 2.0457 -0.05 -0.13 0.12 0.100
H 1.2802 0.1353 4.1676 0.25 -0.28 -0.13 0.088
In -2.9990 -2.5654 0.3823 0.77 -0.17 0.33 0.901
Si -0.1927 0.9761 0.1029 -0.14 1.10 -2.43 0.558
C 0.8762 0.2842 -1.2846 0.19 -0.23 0.33 -0.359
C 0.2740 -0.2905 -2.4212 -0.09 -0.03 0.02 -0.160
H -0.7983 -0.1590 -2.6231 0.40 -0.12 0.23 0.070
C 1.0130 -1.0141 -3.3495 -0.04 -0.11 -0.16 -0.082
H 0.5202 -1.3896 -4.2509 0.17 0.03 0.34 0.113
C 2.3720 -1.2523 -3.1302 0.04 0.22 0.41 -0.072
H 2.9472 -1.9061 -3.7936 -0.21 0.37 0.21 0.110
C 2.9808 -0.6307 -2.0350 0.37 -0.09 -0.08 -0.074
H 4.0454 -0.7881 -1.8325 -0.34 0.10 -0.23 0.109
C 2.2520 0.1788 -1.1560 0.51 -0.52 -0.43 -0.104
H 2.7843 0.7102 -0.3707 -0.13 -0.22 0.06 0.093
C 0.5922 2.2733 1.1848 0.13 1.76 0.22 -0.330
C 1.5071 3.2018 0.6467 -0.01 -0.35 -0.10 -0.097
H 1.6317 3.2728 -0.4411 0.17 -0.17 0.42 0.098
C 2.2613 4.0353 1.4731 0.02 0.06 0.05 -0.073
H 3.0316 4.6657 1.0313 -0.24 -0.03 0.08 0.109
C 2.0543 4.0498 2.8539 -0.47 -0.34 -0.14 -0.067
H 2.6448 4.6918 3.5046 -0.07 -0.16 -0.18 0.108
C 1.0289 3.2545 3.3854 0.21 0.30 -0.23 -0.081
H 0.8222 3.2699 4.4571 -0.01 0.06 -0.33 0.109
C 0.2920 2.4201 2.5478 0.22 -0.70 0.28 -0.135
H -0.4845 1.8011 3.0082 0.25 0.07 -0.20 0.101
H -1.0947 -0.3150 0.0579 -1.27 -0.37 -0.52 -0.032
Si -1.6276 2.1701 -1.6841 0.63 1.85 0.28 0.326
C -1.7383 3.9307 -0.9557 -0.48 -0.72 -0.02 -0.306
C -1.1123 5.0537 -1.5446 -0.27 -0.37 0.50 -0.086
H -0.7745 5.0667 -2.5864 -0.12 -0.23 0.50 0.102
C -0.9313 6.1929 -0.7678 -0.22 -0.03 0.04 -0.077
H -0.4500 7.0553 -1.2143 -0.05 0.04 0.12 0.105
C -1.3590 6.2233 0.5593 0.31 0.03 0.04 -0.076
H -1.1738 7.1069 1.1622 0.00 -0.08 -0.07 0.106
C -1.9921 5.1250 1.1332 -0.28 0.01 -0.16 -0.084
H -2.2769 5.1322 2.1819 -0.09 0.14 -0.17 0.107
C -2.2490 4.0037 0.3545 0.63 0.41 -0.18 -0.136
H -2.8059 3.1689 0.7865 0.29 0.05 -0.10 0.100
C -0.9327 2.5639 -3.4237 0.10 -0.58 0.00 -0.325
C 0.4117 2.9426 -3.5387 0.42 -0.26 -0.33 -0.125
H 1.0153 3.0975 -2.6360 -0.16 -0.15 -0.36 0.094
C 1.0284 3.0828 -4.7919 -0.10 0.15 0.15 -0.069
H 2.0985 3.3214 -4.8416 -0.52 0.00 0.01 0.110
C 0.2925 2.8911 -5.9695 -0.16 -0.25 0.70 -0.077
H 0.7675 2.9938 -6.9401 -0.05 -0.06 0.13 0.104
C -1.0572 2.5429 -5.8670 -0.10 0.23 0.09 -0.077
H -1.6413 2.3442 -6.7736 0.20 0.24 0.41 0.109
C -1.6710 2.4310 -4.6097 0.14 -0.32 -0.16 -0.098
H -2.7391 2.2157 -4.5650 0.26 -0.15 0.00 0.089
H -0.3515 0.1060 1.2882 0.31 -0.81 1.21 0.018
Cl -3.3864 1.1143 -1.8252 -0.43 -0.10 -0.11 0.301
C -3.3217 -4.2525 3.3091 0.04 0.27 0.04 -0.117
N -2.1611 -4.1746 2.4163 0.14 -0.23 -0.09 -0.372
C -0.9390 -3.9713 3.2197 0.22 -0.27 -0.18 -0.074
C -2.0411 -5.4187 1.6180 0.10 0.41 0.34 -0.214
C -0.8757 -5.3600 0.6327 0.06 -0.11 0.27 -0.181
N -0.7739 -4.0727 -0.1118 -0.24 -0.63 0.43 -0.338
C 0.5775 -3.5205 -0.0024 0.42 0.09 0.08 -0.066
C -1.1490 -4.2664 -1.5074 0.17 -0.06 -0.57 -0.147
H -3.2850 -3.3994 4.0002 -0.13 -0.26 -0.18 0.097
H -4.2420 -4.1892 2.7208 -0.02 -0.11 0.12 0.067
H -3.3295 -5.1805 3.8937 -0.02 0.05 0.00 0.100
H -0.7456 -4.8544 3.8789 -0.11 0.52 -0.34 0.119
H -0.0668 -3.8234 2.5598 -0.52 -0.07 0.51 0.052
H -1.0467 -3.0785 3.8403 -0.02 -0.13 -0.10 0.090
H -1.8742 -6.2777 2.2994 -0.18 0.18 -0.29 0.138
H -2.9801 -5.5939 1.0815 -0.07 0.08 0.12 0.113
H 0.0493 -5.5626 1.1967 -0.19 0.25 -0.39 0.126
H -1.0111 -6.2032 -0.0555 0.17 0.15 -0.02 0.127
H 1.3293 -4.1341 -0.5351 -0.29 0.15 0.05 0.115
H 0.5864 -2.5120 -0.4149 0.12 0.06 -0.06 0.078
H 0.8957 -3.4651 1.0479 -0.15 0.11 -0.46 0.053
H -0.6044 -5.1075 -1.9865 -0.14 0.41 0.19 0.109
H -2.2212 -4.4881 -1.5788 0.09 -0.04 -0.10 0.056
H -0.9385 -3.3444 -2.0704 -0.11 -0.25 0.11 0.085



90
Properties=species:S:1:pos:R:3:forces:R:3:lowdin_charge:R:1 method="wB97M-V/def2-TZVPD" homo_lumo_gap_ev=8.5 total_charge=+1 spin_multiplicity=1 e_above_lowest_kcal_mol=0.6 largest_force_ha_per_bohr=0.004
Pb 1.4203 -2.6283 1.4092 -0.09 0.03 0.20 1.471
C -1.5616 3.3152 3.8386 0.00 0.00 0.00 -0.055
O -0.4258 3.0855 4.6594 0.00 0.00 -0.01 -0.049
C 0.3473 2.0221 4.3900 0.00 0.01 0.01 -0.266
C 1.4432 1.8389 5.2601 0.00 0.00 0.00 0.008
C 2.2654 0.7766 5.0582 0.01 0.00 0.00 -0.016
C 2.0705 -0.1705 4.0158 0.01 -0.01 -0.02 -0.118
C 2.9681 -1.2910 3.9401 -0.06 0.02 0.03 -0.370
C 4.1801 -1.3629 4.8303 -0.01 0.00 0.01 0.005
O 2.8024 -2.2771 3.1861 0.08 0.00 -0.10 -0.203
C 0.9698 0.0378 3.1300 -0.03 -0.02 0.03 -0.341
O 0.6714 -0.7107 2.0975 0.08 0.00 -0.10 -0.315
C 0.1267 1.1462 3.3498 0.00 -0.02 -0.01 0.055
H -2.0486 4.1973 4.2419 0.00 0.00 0.00 0.099
H -2.2489 2.4671 3.8771 0.00 0.00 0.00 0.098
H -1.2635 3.5025 2.8045 0.00 0.00 -0.01 0.087
H 1.5965 2.5399 6.0676 0.00 0.00 0.00 0.125
H 3.0930 0.6390 5.7387 0.00 0.00 0.00 0.111
H 4.7488 -0.4350 4.8124 0.01 -0.01 -0.01 0.094
H 4.8042 -2.1855 4.4943 0.00 0.00 0.00 0.093
H 3.8758 -1.5512 5.8617 0.00 0.00 0.00 0.103
H -0.6966 1.2717 2.6636 0.00 0.00 0.00 0.088
O 3.3967 -1.5998 0.3437 -0.03 0.02 -0.02 -0.059
C 2.8441 -0.9861 -0.5765 0.04 -0.04 0.04 -0.554
N 3.3962 -0.1517 -1.4701 -0.03 0.02 -0.04 0.197
C 2.3915 0.3485 -2.4099 0.01 0.01 0.01 -0.246
C 1.1720 -0.3557 -1.8085 0.03 -0.01 0.04 -0.438
O 0.0016 -0.1621 -2.2653 -0.07 -0.07 0.01 -0.201
N 1.4733 -1.0953 -0.7794 -0.03 0.06 -0.04 0.097
C 2.1503 1.8507 -2.2802 0.00 0.00 -0.02 -0.168
C 1.3966 2.5003 -3.2541 0.01 0.00 0.00 -0.033
C 1.0784 3.8407 -3.1081 0.01 0.00 0.00 -0.062
C 1.5090 4.5426 -1.9892 0.00 0.00 0.01 -0.072
C 2.2571 3.8970 -1.0177 0.00 0.00 0.00 -0.066
C 2.5739 2.5520 -1.1594 0.01 0.00 -0.02 -0.029
C 2.7070 -0.1014 -3.8283 0.01 0.02 0.00 -0.157
C 2.1277 -1.2346 -4.3842 0.00 -0.01 0.00 -0.016
C 2.4983 -1.6561 -5.6544 -0.01 -0.01 0.00 -0.061
C 3.4528 -0.9523 -6.3709 0.01 0.01 0.00 -0.069
C 4.0378 0.1786 -5.8165 -0.01 0.00 -0.01 -0.058
C 3.6635 0.6047 -4.5529 0.00 0.00 0.01 -0.027
H 4.3893 -0.0415 -1.5915 0.01 -0.01 0.01 0.179
H 1.0589 1.9561 -4.1271 0.00 0.00 0.00 0.127
H 0.4972 4.3399 -3.8723 0.00 0.00 0.00 0.111
H 1.2658 5.5912 -1.8797 0.00 0.00 0.00 0.109
H 2.5986 4.4376 -0.1448 0.00 0.00 0.00 0.110
H 3.1495 2.0551 -0.3889 0.00 0.00 0.00 0.117
H 1.3800 -1.7978 -3.8388 0.00 0.00 0.00 0.114
H 2.0380 -2.5367 -6.0824 0.00 0.00 0.00 0.110
H 3.7398 -1.2813 -7.3605 0.00 0.00 0.00 0.110
H 4.7821 0.7333 -6.3720 0.00 0.00 0.00 0.111
H 4.1063 1.5003 -4.1327 0.00 0.00 0.00 0.126
Cl -0.1448 -2.8611 4.5550 -0.01 -0.03 -0.01 0.667
C -1.1081 -4.3514 4.3786 -0.01 0.01 -0.02 -0.435
C -2.2173 -4.1670 3.3690 0.09 0.10 -0.14 -0.589
O -3.3693 -4.3920 3.6043 -0.08 -0.02 0.04 0.124
O -1.7704 -3.7419 2.1705 0.10 -0.04 0.14 0.018
H -1.5512 -4.5913 5.3379 0.01 0.00 0.01 0.091
H -0.4371 -5.1475 4.0625 -0.02 -0.01 0.00 0.094
C -2.4067 0.5175 -3.7648 -0.01 0.01 0.00 -0.136
C -2.9243 -0.5595 -2.8149 -0.01 -0.01 0.03 -0.586
C -3.1869 -1.8754 -3.5444 0.00 0.00 -0.01 -0.160
Sb -1.6142 -0.9144 -1.1353 0.10 0.03 -0.07 1.615
C -4.2766 -1.9273 0.8095 -0.04 0.08 0.00 -0.269
C -4.0424 -1.1819 2.0881 0.02 -0.03 -0.01 -0.087
C -4.6495 -3.1982 0.7097 -0.01 -0.01 -0.02 0.006
C -1.9062 0.9524 -0.0577 -0.03 -0.01 0.02 -0.549
C -3.2379 1.6311 -0.3638 0.01 0.00 0.00 -0.130
C -0.7269 1.9020 -0.2407 0.00 -0.01 0.01 -0.131
H -3.1667 0.7350 -4.5192 0.00 0.00 0.00 0.088
H -1.5084 0.1825 -4.2838 0.00 0.00 0.00 0.070
H -2.1606 1.4505 -3.2558 0.00 0.00 0.00 0.059
H -3.8553 -0.2133 -2.3556 0.00 0.00 0.00 0.074
H -2.2686 -2.2728 -3.9840 0.00 0.00 0.00 0.074
H -3.8977 -1.7231 -4.3598 0.00 0.00 0.00 0.083
H -3.5982 -2.6417 -2.8842 0.00 0.00 0.00 0.059
H -4.1792 -1.3542 -0.1143 -0.01 0.01 0.01 0.046
H -2.9854 -0.9237 2.2123 -0.01 -0.02 -0.01 0.065
H -4.3475 -1.7782 2.9460 0.00 -0.03 0.03 0.082
H -4.6032 -0.2455 2.0985 -0.01 -0.01 0.00 0.082
H -2.5462 -3.6108 1.5927 -0.02 0.02 -0.04 0.080
H -4.8207 -3.6603 -0.2542 0.00 0.00 0.00 0.065
H -4.8220 -3.8018 1.5934 -0.02 -0.01 0.02 0.065
H -1.9146 0.6136 0.9815 0.00 -0.01 -0.02 0.038
H -3.2782 2.0010 -1.3890 0.00 0.00 0.00 0.069
H -3.3687 2.4932 0.2964 0.00 0.00 0.00 0.084
H -4.0965 0.9749 -0.2090 0.00 0.00 0.00 0.058
H -0.6083 2.2183 -1.2787 -0.02 0.00 0.03 0.067
H 0.2120 1.4552 0.0905 -0.01 -0.01 0.02 0.063
H -0.8878 2.8026 0.3590 0.00 0.01 0.01 0.081



Energy readings, ordered: -96670.61448 -73414.49526 -78610.39306 eV